95
Properties=species:S:1:pos:R:3:forces:R:3 method="wB97M-V/def2-TZVPD" e_above_lowest_kcal_mol=98.9 orbital_gap_ev=6.33 total_charge=0
C -0.5651 2.3078 0.7633 1.0 0.3 0.9
C -0.4191 0.8338 0.8553 -0.4 -0.7 0.2
O 0.8899 0.4678 0.3973 -0.1 -0.5 1.2
H 0.2459 2.7048 1.3503 0.8 0.4 0.2
H -1.3851 2.6888 1.3203 -1.3 0.3 -0.3
H -0.4231 2.6978 -0.2287 -0.5 0.2 -0.4
H -1.1911 0.3228 0.2833 0.2 -0.1 -0.7
H -0.6301 0.4188 1.8493 0.4 0.3 0.2
H 1.4899 0.5298 1.1903 -0.3 -0.2 -1.0
C 2.0319 1.0058 -2.9177 0.2 1.6 -9.9
O 2.0519 1.1798 -4.3117 -0.6 -0.7 6.8
N 1.1029 1.4288 -2.1447 -4.5 1.0 2.5
N 3.0439 0.4368 -2.3747 4.4 -2.3 0.7
H 0.2529 1.8088 -2.6937 1.3 -0.2 0.8
H 0.9149 1.1118 -1.1437 1.2 0.5 -1.7
H 3.7469 0.1008 -3.0557 -0.7 0.3 0.9
H 3.2549 0.5638 -1.3907 0.2 0.2 -0.2
C -4.2921 0.3658 0.2423 0.2 9.3 -0.7
O -4.1541 1.7278 0.2363 -0.8 -6.8 0.3
N -3.8261 -0.4012 1.1623 1.1 -2.8 5.0
N -4.9141 -0.2882 -0.6907 -1.7 -1.2 -3.0
H -3.3581 0.0468 1.9393 0.2 0.0 0.4
H -4.4081 -1.2042 1.5023 0.6 1.2 -0.6
H -5.2461 0.2778 -1.4237 -0.5 0.9 -0.9
H -4.6311 -1.1882 -1.0497 0.0 0.0 0.7
C -1.8201 2.6038 -2.5907 0.3 7.4 -0.7
O -1.9851 3.9488 -2.3567 0.4 -6.3 -0.7
N -2.3861 1.6278 -1.9587 -2.8 -1.3 3.5
N -0.9771 2.1718 -3.5247 1.5 2.2 -3.2
H -3.0151 1.9368 -1.1807 0.8 -0.5 -0.8
H -2.0591 0.6318 -1.9977 -0.5 2.2 0.1
H -0.6521 2.8998 -4.2257 -0.4 -1.3 1.5
H -0.9311 1.1778 -3.8647 -0.5 0.8 -0.2
C -1.3411 -2.8212 0.2803 5.5 2.9 4.1
O -0.4691 -2.2242 1.0843 -3.9 -2.5 -3.1
N -2.4581 -2.2852 -0.1297 -2.9 1.4 0.3
N -1.0611 -3.9072 -0.4077 1.5 -5.3 -0.3
H -2.8631 -1.5042 0.4423 0.2 -0.4 -0.6
H -2.9681 -2.7172 -0.8997 0.1 -0.1 0.8
H -0.1401 -4.4252 -0.2667 -1.6 1.2 0.2
H -1.8451 -4.5692 -0.5767 0.9 0.7 0.1
C 0.4589 -1.4812 4.8873 -1.3 6.3 1.8
O 0.2649 -0.1442 5.2423 0.6 -6.7 -1.0
N -0.0541 -2.5252 5.5153 -2.5 -1.4 3.2
N 1.1859 -1.7932 3.8333 0.5 0.3 -1.7
H -0.6921 -2.3812 6.3403 1.2 0.0 -1.5
H 0.1649 -3.5162 5.3453 0.2 1.2 -0.2
H 1.5029 -0.8972 3.4273 0.0 -1.1 -0.6
H 0.7619 -2.4952 3.2023 0.7 0.7 0.4
C -1.9451 -0.8652 -3.4697 5.5 5.0 -7.3
O -1.2601 -0.1782 -4.4977 -3.5 -4.3 4.9
N -3.0501 -1.4052 -3.6767 -6.4 -2.7 -3.2
N -1.5291 -0.8572 -2.2657 2.7 -0.7 3.5
H -3.4991 -1.3332 -4.5947 0.6 0.1 0.5
H -3.5561 -1.9882 -3.0407 0.2 0.0 0.3
H -0.5631 -0.6232 -2.2977 1.2 0.3 0.7
H -1.8551 -1.4402 -1.4737 0.3 0.8 -1.1
C 1.3139 -2.3742 -2.6817 2.4 0.3 -8.0
O 2.0369 -2.1912 -3.8457 -3.4 -1.0 6.4
N 0.2769 -3.1952 -2.6637 -2.9 -2.2 0.3
N 1.4529 -1.6902 -1.5937 2.2 3.4 2.3
H -0.0881 -3.3522 -3.5837 0.1 -0.5 -0.3
H -0.4281 -3.3352 -1.8527 2.2 0.7 -2.2
H 2.0509 -0.8572 -1.7397 0.1 -0.7 0.2
H 0.8089 -1.5492 -0.8377 -0.7 -0.3 0.1
C 5.2399 0.0718 -0.1597 -0.5 -0.5 -1.5
O 4.0579 0.6538 0.2693 -0.7 0.2 -0.1
H 5.7889 0.4798 -0.9697 0.0 1.3 -1.1
H 5.0219 -0.8952 -0.4797 -0.6 -1.8 -0.5
H 5.9149 -0.0332 0.5813 2.3 -0.3 2.9
H 4.3069 1.4158 0.7663 -0.2 1.1 0.4
C 1.9779 1.4628 3.5533 -0.4 1.8 -0.6
O 2.3989 0.4088 2.6753 -0.4 0.2 0.4
H 2.3349 1.3288 4.5553 -0.3 -0.3 0.5
H 0.8889 1.7288 3.5073 0.8 -1.4 0.1
H 2.3859 2.3908 3.1873 0.7 0.5 -0.2
H 3.3199 0.1928 2.8743 -0.2 0.1 -0.2
C -2.4941 1.6838 3.6873 0.1 0.9 0.2
O -2.5071 0.2688 3.7213 0.1 -0.7 1.4
H -1.5281 2.1508 3.9233 0.3 -0.5 -0.5
H -3.1091 2.1498 4.4613 -0.6 -0.3 -0.2
H -2.8371 1.9768 2.6793 0.1 0.1 0.6
H -2.3261 -0.0562 4.6493 0.1 0.7 -1.6
C 1.2259 5.0108 -1.6017 0.6 -1.6 0.1
O 1.6629 4.1098 -2.6067 0.2 1.1 -0.9
H 1.3889 6.0058 -1.9977 -0.2 0.2 0.3
H 1.8579 4.7878 -0.7347 0.0 0.7 0.4
H 0.1989 4.7798 -1.3197 -0.3 0.5 -0.2
H 1.6439 3.2138 -2.2847 -0.2 -0.4 0.3
C 2.8849 -2.4552 1.3123 0.0 -2.0 0.7
O 2.7899 -3.2162 0.1313 -0.4 0.3 -0.5
H 1.9009 -2.0782 1.5923 0.5 0.5 -0.1
H 3.7009 -1.7722 1.2753 0.3 1.3 -0.3
H 3.2429 -3.1582 2.0753 -0.5 0.0 0.2
H 2.2969 -2.6272 -0.4917 0.8 -0.8 0.1

5
Properties=species:S:1:pos:R:3:forces:R:3 method="wB97M-V/def2-TZVPD" e_above_lowest_kcal_mol=10.2 smiles="S=CS" orbital_gap_ev=8.64 total_charge=0
S 2.0256 0.5401 -0.1042 -0.1 -0.2 0.3
C 0.4733 0.2617 0.1248 -2.5 0.1 -0.3
S -0.5337 -1.2017 -0.0299 3.0 -1.7 0.3
H -0.3725 0.9687 0.3169 1.6 0.5 0.0
H -1.5926 -0.5688 -0.3076 -2.0 1.3 -0.3

131
Properties=species:S:1:pos:R:3:forces:R:3 method="wB97M-V/def2-TZVPD" smiles="CCOP(=O)(CCC[PH](CC(=O)F)(Cc1ccccc1C)N(C(=O)F)C(=O)F)OCC.ClCCCl.ClCCCl.ClCCCl.ClCCCl.ClCCCl.ClCCCl.ClCCCl.ClCCCl.ClCCCl" orbital_gap_ev=8.24 total_charge=0
C 6.4885 -1.7437 5.8887 -0.4 1.1 0.4
C 5.1466 -1.2750 5.0860 1.5 -1.2 2.0
O 5.4055 -1.5642 3.6755 -2.7 2.7 -1.0
P 4.8672 -0.3226 2.6440 3.8 2.0 -1.6
O 6.1200 0.5067 2.2368 -3.5 -1.9 1.3
C 4.1448 -1.0289 1.0269 -0.5 -0.6 0.3
C 3.3682 -2.4369 1.2577 0.0 0.7 -0.8
C 2.0790 -2.2530 2.2596 2.3 0.6 1.4
P 0.5812 -3.2751 1.8085 0.7 -1.9 1.8
C 1.0080 -4.4859 3.2272 -0.7 -2.7 2.4
C 0.6736 -4.0513 4.7079 2.6 2.0 3.3
O 1.3950 -3.3424 5.4632 -3.2 -3.2 -3.7
F -0.5323 -4.5456 5.3533 2.1 0.7 -2.0
C -1.2331 -3.1019 2.3010 -2.1 0.7 0.2
C -1.7992 -1.6161 2.4235 -2.1 4.1 -0.7
C -2.7241 -1.0779 1.2551 0.5 2.1 2.3
C -3.3325 0.3595 1.2238 2.2 -0.9 3.0
C -3.0240 1.3405 2.3920 1.7 -3.7 0.6
C -2.1590 0.8451 3.5794 -0.8 -2.3 -3.3
C -1.5631 -0.6180 3.5839 -0.9 0.9 -1.7
C -0.6952 -1.0289 4.8554 -1.6 0.3 0.1
N 0.1660 -2.3871 0.3042 0.5 2.2 -4.3
C 0.1832 -3.2011 -0.9136 2.6 -0.7 -2.7
O 1.1782 -3.6329 -1.5167 -4.2 1.6 2.7
F -1.0986 -3.4939 -1.5118 2.4 0.9 2.0
C 0.6211 -1.0468 0.1260 -0.2 4.0 0.6
O 0.3655 -0.0114 0.7650 1.0 -5.0 -2.2
F 1.5446 -0.8348 -0.9831 -1.9 -1.2 1.7
O 3.6422 0.6624 3.3212 1.5 -1.2 -1.1
C 3.5814 1.9635 2.6432 -0.1 2.2 -1.2
C 4.2205 3.1576 3.5342 -0.3 -1.1 0.2
H 7.4041 -1.7350 5.1985 -1.9 -0.1 1.0
H 6.3428 -2.7282 6.4518 0.6 1.5 -1.4
H 6.6838 -0.9404 6.7033 -0.2 -1.3 -1.3
H 5.0149 -0.1681 5.3314 -0.2 -1.6 -0.8
H 4.2799 -1.9422 5.4332 1.0 1.3 -0.5
H 3.4515 -0.2057 0.6217 0.9 -1.3 0.7
H 4.9998 -1.1367 0.2576 -1.2 0.1 1.6
H 4.1306 -3.1880 1.6880 -1.4 1.1 -0.5
H 3.0451 -2.8314 0.2342 0.4 0.5 1.3
H 2.5295 -2.6815 3.2414 -1.3 0.7 -1.5
H 1.9009 -1.1492 2.5431 0.0 -1.6 -1.0
H 0.8759 -4.4123 0.9293 -0.1 1.6 0.9
H 0.4230 -5.4763 3.0507 0.7 1.7 0.3
H 2.1176 -4.8256 3.2188 -1.7 0.9 0.1
H -1.5791 -3.6819 3.2196 1.0 0.7 -1.0
H -1.8348 -3.5745 1.4239 1.2 0.8 1.3
H -2.9638 -1.7827 0.3860 0.5 1.1 1.5
H -4.0052 0.7294 0.3660 1.3 -0.9 1.6
H -3.4049 2.4124 2.4213 0.5 -1.7 -0.2
H -1.9350 1.5512 4.4537 -0.3 -1.3 -1.5
H -1.1197 -2.0345 5.2394 1.1 1.5 -0.6
H -0.9453 -0.2658 5.6904 0.6 -1.2 -1.4
H 0.4330 -1.0563 4.6856 -1.6 -0.1 0.2
H 4.0924 1.9328 1.6047 -0.6 -0.1 1.8
H 2.4904 2.2841 2.4228 1.5 -1.2 0.6
H 5.0458 2.6806 4.1637 -0.9 0.9 -1.0
H 4.6157 4.0300 2.8920 -0.7 -1.5 1.0
H 3.4022 3.5171 4.2465 1.2 -0.3 -1.0
Cl 4.7775 -3.4844 7.8168 -0.4 -0.3 0.3
C 3.1761 -4.1526 8.2216 -0.3 -0.1 0.2
C 3.1046 -4.6431 9.6542 -0.2 0.2 0.0
Cl 4.1113 -6.0887 9.9214 0.0 0.0 0.0
H 2.9529 -4.9512 7.5121 0.1 0.1 0.1
H 2.4512 -3.3504 8.0686 0.1 -0.1 0.0
H 2.0783 -4.9235 9.8988 0.1 0.0 -0.1
H 3.4250 -3.8731 10.3584 0.1 -0.1 -0.1
Cl 0.2772 3.1405 -5.3487 0.0 0.1 0.0
C 1.0888 1.6003 -4.9699 0.1 -0.3 0.1
C 0.8388 1.1558 -3.5422 0.0 -0.1 -0.1
Cl 1.6387 2.2170 -2.3575 0.0 0.1 -0.1
H 2.1547 1.7201 -5.1720 -0.1 0.1 0.1
H 0.6928 0.8555 -5.6636 0.0 0.1 0.1
H 1.2424 0.1528 -3.3902 0.0 0.1 -0.1
H -0.2277 1.1330 -3.3097 0.1 0.1 0.0
Cl 2.4538 -7.4925 -1.9301 0.0 0.0 0.1
C 0.7475 -7.9350 -1.6812 -0.1 -0.1 0.0
C -0.0610 -6.7927 -1.0990 -0.2 -0.2 -0.5
Cl 0.4068 -6.4274 0.5833 -0.2 -0.9 -0.2
H 0.7158 -8.8175 -1.0395 0.0 0.2 0.0
H 0.3459 -8.2107 -2.6585 0.0 0.1 0.1
H -1.1197 -7.0585 -1.0815 0.1 0.0 0.1
H 0.0519 -5.8806 -1.6870 0.1 -0.1 0.1
Cl -7.0655 1.1307 -1.9999 0.0 0.0 0.1
C -5.7235 0.9484 -3.1579 -0.1 -0.1 0.0
C -5.1395 -0.4501 -3.1418 -0.1 0.1 -0.2
Cl -4.2784 -0.8013 -1.6215 -0.1 -0.1 -0.3
H -4.9684 1.7017 -2.9234 -0.1 -0.1 0.1
H -6.1281 1.1697 -4.1518 -0.1 -0.3 1.0
H -4.4119 -0.5571 -3.9486 0.0 0.1 0.1
H -5.9119 -1.2096 -3.2764 0.1 0.1 0.1
Cl 0.8472 5.9995 -1.6883 0.0 0.0 0.1
C 0.3262 6.3236 -3.3600 0.0 0.0 -0.2
C -0.1181 7.7599 -3.5540 0.3 -0.1 -0.2
Cl -1.6356 8.1187 -2.6895 0.0 0.1 0.2
H -0.4689 5.6203 -3.6089 0.1 0.1 0.2
H 1.1817 6.1110 -4.0047 -0.1 0.1 0.1
H -0.3055 7.9506 -4.6125 0.0 -0.1 0.1
H 0.6414 8.4641 -3.2096 -0.1 -0.1 0.1
Cl -1.7864 8.7053 -7.5216 0.1 0.0 0.0
C -3.3821 8.0560 -7.0704 -0.3 -0.1 0.1
C -3.4259 7.5978 -5.6261 -0.2 0.2 -0.1
Cl -2.4211 6.1534 -5.3490 -0.1 -0.1 -0.3
H -3.6241 7.2429 -7.7573 0.1 0.1 0.1
H -4.1060 8.8588 -7.2254 0.1 -0.1 0.1
H -4.4481 7.3284 -5.3532 0.1 0.0 -0.1
H -3.0867 8.3809 -4.9459 0.0 -0.1 -0.1
Cl -7.9900 3.4063 -6.3713 0.1 0.0 0.1
C -6.6524 3.2250 -7.5329 0.2 0.0 -0.2
C -6.0693 1.8262 -7.5202 0.0 0.1 -0.4
Cl -5.2048 1.4742 -6.0020 0.3 0.2 -1.0
H -5.8967 3.9774 -7.3000 -0.1 -0.2 0.1
H -7.0593 3.4468 -8.5217 0.0 -0.1 0.1
H -5.3442 1.7194 -8.3292 -0.1 0.1 0.1
H -6.8424 1.0673 -7.6529 0.1 0.1 0.1
Cl 10.3473 -3.1080 2.0649 0.0 0.0 0.0
C 10.6099 -1.4725 2.7189 0.0 0.3 0.1
C 10.9914 -1.4966 4.1862 0.2 0.1 -0.1
Cl 9.6414 -2.0239 5.2219 0.5 -0.1 -0.1
H 9.7024 -0.8894 2.5496 0.1 -0.2 0.1
H 11.4163 -1.0238 2.1349 0.0 -0.1 0.1
H 11.2673 -0.4925 4.5139 -0.1 -0.1 -0.1
H 11.8384 -2.1601 4.3701 -0.2 0.0 -0.1
Cl -12.5043 4.9357 -7.5504 0.0 0.0 0.0
C -12.4849 3.5864 -6.3884 0.0 -0.2 0.2
C -11.6351 2.4274 -6.8703 0.1 0.1 0.2
Cl -12.3549 1.6042 -8.2771 0.0 0.0 0.0
H -13.5167 3.2796 -6.2075 0.1 0.0 -0.1
H -12.0782 3.9793 -5.4541 0.0 -0.1 -0.1
H -11.5450 1.6800 -6.0795 -0.1 0.1 0.0
H -10.6313 2.7540 -7.1469 -0.2 0.0 0.0

Number 1: total energy -62867.796 eV. Number 2: total energy -22738.692 eV. Number 3: total energy -305311.137 eV.